The following is a DFT calculation (ωB97M-V/def2-TZVPD) of a structure of composition C6H12NS at a distorted geometry.

Computed properties:
- total charge = +1
- gap between HOMO and LUMO (Ha) = 0.2451
- electronic energy (eV) = -18732.2683
- largest force on an atom (Eh/bohr) = 0.09954
- highest occupied orbital energy (eV) = -11.98

Geometry as XYZ:
```
20
Properties=species:S:1:pos:R:3:mulliken_charge:R:1
C -2.6810 -0.0731 0.4749 -0.7301
C -1.3656 1.7061 -0.7571 -0.5863
C 2.1454 0.9798 0.9505 -0.1312
C -2.4548 -1.5517 0.1270 -0.2504
C -1.6720 0.4802 -0.5166 0.3048
C 3.2168 -0.5671 -0.6420 -0.7934
N 2.1247 -0.0948 0.2316 0.0568
S -1.0385 -1.2153 -0.8893 -0.2254
H -3.7300 0.1631 0.2773 0.2998
H -2.4938 0.2666 1.5139 0.2253
H -0.3964 1.9364 -1.3671 0.2142
H -2.0496 2.5020 -0.5050 0.2876
H 1.2958 1.2617 1.6206 0.2950
H 3.1558 1.2540 1.2222 0.2717
H -2.1640 -2.2948 1.0133 0.2602
H -3.4083 -1.8810 -0.3324 0.2800
H 3.0871 -1.6970 -0.7276 0.3143
H 3.1035 -0.2315 -1.7259 0.3147
H 4.0982 -0.2782 -0.2516 0.3636
H 1.2267 -0.6656 0.2834 0.2289
```

***

The following is a DFT calculation (ωB97M-V/def2-TZVPD) of a cluster of 2 separate species, C29H25N2O in total at a distorted geometry.

Computed properties:
- total charge = +1
- gap between HOMO and LUMO (Ha) = 0.1757
- electronic energy (eV) = -35499.5457
- largest force on an atom (Eh/bohr) = 0.04354
- highest occupied orbital energy (eV) = -10.02

Geometry as XYZ:
```
57
Properties=species:S:1:pos:R:3:mulliken_charge:R:1
C 4.7175 -4.3159 1.4409 -0.3772
C 3.6777 -4.4564 2.3697 -0.6798
C 2.6490 -3.5187 2.4156 -0.3877
C 2.6830 -2.3957 1.5617 -0.0576
C 1.5981 -1.4035 1.5821 0.3673
C 0.2633 -1.8497 1.5764 -0.8471
C -0.8435 -1.0262 1.7008 0.1177
C -2.2007 -1.4935 1.6805 0.7106
C -3.2569 -0.5454 1.7160 -0.4155
C -4.5834 -0.9513 1.6470 -0.6235
C -4.8983 -2.3178 1.5583 -0.3495
C -3.8697 -3.2723 1.5384 -0.7144
C -2.5348 -2.8754 1.6046 -0.3845
C 1.9398 0.0276 1.6049 0.2061
C 1.3681 0.9467 0.6991 -0.2747
C 1.7310 2.2937 0.7495 -0.7660
C 2.6394 2.7469 1.7173 -0.4115
C 3.2115 1.8436 2.6225 -0.7038
C 2.8836 0.4940 2.5544 -0.2779
C 3.7463 -2.2513 0.6402 -0.1766
C 4.7411 -3.2201 0.5666 -0.6610
H 5.5101 -5.0620 1.3957 0.3953
H 3.6572 -5.3002 3.0592 0.3915
H 1.8259 -3.6065 3.1306 0.4567
H 0.1203 -2.9328 1.4889 0.6004
H -0.6882 0.0442 1.8629 0.5642
H -2.9881 0.5117 1.7863 0.3600
H -5.3747 -0.2009 1.6601 0.3847
H -5.9401 -2.6334 1.5051 0.3954
H -4.1100 -4.3346 1.4677 0.3858
H -1.7386 -3.6228 1.5908 0.3162
H 0.6721 0.5790 -0.0648 0.8090
H 1.2951 2.9856 0.0274 0.5382
H 2.9098 3.8019 1.7639 0.4108
H 3.9207 2.1833 3.3786 0.4053
H 3.3245 -0.2247 3.2523 0.4635
H 3.7413 -1.3904 -0.0348 0.4612
H 5.5359 -3.1122 -0.1710 0.4008
C -1.9097 5.2866 -1.2406 -0.7161
O -2.0495 5.1038 -2.6632 -0.4387
C -1.7731 3.8654 -3.1535 0.6384
C -1.3619 2.7923 -2.3207 0.2885
C -1.1012 1.5630 -2.9130 -0.2356
C -1.2579 1.4028 -4.3127 0.2227
C -1.6593 2.4438 -5.1496 -0.9515
C -1.9187 3.6863 -4.5659 -0.5927
N -0.9260 0.0725 -4.5517 -0.0879
C -0.5875 -0.5193 -3.3565 -0.3311
N -0.6797 0.3582 -2.3589 -0.4133
H -2.1711 6.3289 -1.0699 0.2529
H -2.5928 4.6247 -0.6933 0.3085
H -0.8777 5.0930 -0.9200 0.2759
H -1.2392 2.8760 -1.2371 0.3527
H -1.7621 2.2776 -6.2246 0.3436
H -2.2373 4.5462 -5.1552 0.4413
H -0.9327 -0.3818 -5.4594 0.1941
H -0.2981 -1.5644 -3.2998 0.4158
```

***

The following is a DFT calculation (ωB97M-V/def2-TZVPD) of a cluster of 2 separate species, C5H9N2O2 in total at a distorted geometry.

Computed properties:
- total charge = +1
- gap between HOMO and LUMO (Ha) = 0.2789
- electronic energy (eV) = -12394.8729
- largest force on an atom (Eh/bohr) = 0.06803
- highest occupied orbital energy (eV) = -12.32

Geometry as XYZ:
```
18
Properties=species:S:1:pos:R:3:mulliken_charge:R:1
C -0.0495 -0.1238 -0.1258 -0.1791
C 2.9534 -1.5185 -0.0351 0.6724
C -2.2398 0.5523 0.4624 -0.5075
C -2.2513 -0.8808 -0.2067 -0.5149
C 2.4269 0.8035 -0.5237 -0.6094
N -0.7647 0.8500 0.3612 -0.0969
N -0.8436 -1.1174 -0.4798 -0.0963
O 3.2819 -2.5773 0.1507 -0.1218
O 2.1998 -0.5695 -0.1598 -0.1308
H -2.8701 1.2488 -0.0280 0.3119
H -2.5647 0.4510 1.4257 0.3013
H -2.7074 -1.5103 0.5394 0.2669
H -2.7176 -0.9483 -1.1293 0.3402
H 1.6870 1.3080 0.0797 0.1880
H 2.2078 0.7513 -1.5659 0.3646
H 3.5286 1.0632 -0.3223 0.4089
H -0.2941 1.7722 0.6718 0.2173
H -0.4126 -1.9925 -0.8032 0.1852
```

***

The following is a DFT calculation (ωB97M-V/def2-TZVPD) of a cluster of 2 separate species, C4H9O3 in total at a distorted geometry.

Computed properties:
- total charge = -1
- gap between HOMO and LUMO (Ha) = 0.3129
- electronic energy (eV) = -10437.7394
- largest force on an atom (Eh/bohr) = 0.03222
- highest occupied orbital energy (eV) = -4.46

Geometry as XYZ:
```
16
Properties=species:S:1:pos:R:3:mulliken_charge:R:1
C -2.3510 1.4671 1.0858 -0.6117
O -1.5563 0.4305 1.5843 -0.5326
H -1.3768 -0.1535 0.8015 0.4171
H -3.2268 1.6720 1.7273 0.2276
H -2.6917 1.2676 0.0684 0.2667
H -1.8225 2.4223 1.0928 0.2158
C 1.2231 -0.8407 0.2397 -0.2816
C 2.4359 0.1080 0.4138 -1.0488
C 0.3172 -0.5652 -0.9666 0.4678
O 0.8958 -0.1680 -1.9965 -0.7072
O -0.9284 -0.7600 -0.8152 -0.8600
H 1.5350 -1.8942 0.2585 0.3340
H 0.6731 -0.9739 1.1749 0.2660
H 2.2267 0.9581 -0.2225 0.3346
H 3.3475 -0.4154 0.1619 0.2379
H 2.5382 0.3906 1.4655 0.2743
```

***

The following is a DFT calculation (ωB97M-V/def2-TZVPD) of a structure of composition C16H14ClN2O6Ru at a distorted geometry.

Computed properties:
- total charge = +1
- gap between HOMO and LUMO (alpha / beta) (Ha) = 0.1905 / 0.1898
- electronic energy (eV) = -47172.2870
- largest force on an atom (Eh/bohr) = 0.08328
- highest occupied orbital energy (alpha / beta) (eV) = -11.66 / -11.61

Geometry as XYZ:
```
40
Properties=species:S:1:pos:R:3:mulliken_charge:R:1
Ru 0.0688 0.0277 0.0308 0.9988
O 1.1832 -0.5293 -1.3945 -0.4648
C 2.4721 -0.9082 -1.4456 0.5873
C 2.9993 -1.2185 -2.6968 -0.5254
C 4.3217 -1.5736 -2.8171 -0.4771
C 5.1612 -1.6486 -1.6934 -0.7054
C 4.6482 -1.3743 -0.4613 -0.6966
C 3.2954 -0.9951 -0.3152 0.2709
C 2.7690 -0.8202 0.9830 0.0392
N 1.5605 -0.4625 1.2776 -0.0732
C 1.1247 -0.5564 2.6822 -0.7504
C -0.2202 -1.2432 2.6504 -0.5972
N -1.0087 -0.5175 1.6286 0.0278
C -2.3104 -0.4807 1.6871 -0.4645
C -3.0470 0.4871 0.9843 0.4650
C -4.4292 0.3820 0.7916 -0.7266
C -5.1159 1.4073 0.2050 -0.5710
C -4.4491 2.6090 -0.1532 -0.3197
C -3.1156 2.7675 0.0634 -0.5385
C -2.3392 1.6957 0.5878 1.0607
O -1.0772 1.8283 0.7459 -0.7744
H 2.3351 -1.1505 -3.5492 0.5165
H 4.7209 -1.8070 -3.7958 0.4021
H 6.1996 -1.9266 -1.8086 0.4258
H 5.2745 -1.4451 0.4219 0.3742
H 3.4297 -1.0690 1.8115 0.2794
H 1.0277 0.4507 3.0867 0.2786
H 1.8295 -1.1196 3.2894 0.3847
H -0.6986 -1.2019 3.6258 0.4200
H -0.1080 -2.2861 2.3538 0.2742
H -2.8279 -1.1104 2.4097 0.4828
H -4.9451 -0.5226 1.0887 0.4423
H -6.1779 1.3081 0.0241 0.4364
H -5.0105 3.4104 -0.6162 0.4163
H -2.5935 3.6791 -0.1939 0.4653
O -0.4511 0.5679 -3.5106 -0.6054
Cl -0.9864 1.2145 -2.3653 1.9121
O -2.0683 2.0853 -2.6695 -0.5826
O 0.0589 1.8971 -1.5760 -0.5060
O -1.5002 0.1493 -1.3674 -0.5818
```

***

The following is a DFT calculation (ωB97M-V/def2-TZVPD) of a structure of composition C23H12Cl6N2ORe at a distorted geometry.

Computed properties:
- total charge = 0
- gap between HOMO and LUMO (alpha / beta) (Ha) = 0.2195 / 0.2324
- electronic energy (eV) = -106335.7232
- largest force on an atom (Eh/bohr) = 0.04050
- ⟨S²⟩ = 0.888
- spin multiplicity = 2
- highest occupied orbital energy (alpha / beta) (eV) = -7.25 / -7.62

Geometry as XYZ:
```
45
Properties=species:S:1:pos:R:3:lowdin_spin:R:1
Re 0.5484 -0.2719 -0.4345 1.0539
Cl 1.5382 4.3667 5.1836 0.0025
C 1.6087 3.1483 3.9563 0.0086
C 2.7086 3.1142 3.0869 -0.0021
C 2.7818 2.1555 2.1175 0.0066
C 1.7399 1.2085 1.9207 0.0036
O 1.8312 0.3414 0.9969 0.0650
C 0.6161 1.2682 2.8206 0.0083
C -0.4416 0.3223 2.7254 -0.0052
N -0.6175 -0.4315 1.6932 0.0017
C -1.5027 -1.4837 1.6230 -0.0047
C -2.6875 -1.6005 2.3293 0.0140
C -3.4940 -2.7271 2.1717 -0.0044
C -3.1094 -3.7614 1.3577 0.0124
C -1.8918 -3.7012 0.6508 -0.0008
C -1.4002 -4.7657 -0.1321 0.0335
C -0.1828 -4.6277 -0.7519 -0.0033
C 0.4914 -3.4082 -0.6730 0.0297
N 0.0415 -2.3693 0.0184 -0.0057
C -1.1057 -2.5278 0.7384 0.0084
C 0.5924 2.2352 3.8373 -0.0022
H 3.4919 3.8474 3.1977 -0.0003
H 3.6199 2.1118 1.4378 0.0004
H -1.0812 0.2100 3.6087 -0.0009
H -3.0040 -0.8002 2.9794 0.0010
H -4.4278 -2.7796 2.7105 -0.0006
H -3.7277 -4.6381 1.2510 0.0006
H -1.9807 -5.6716 -0.2201 0.0017
H 0.2565 -5.4395 -1.3104 -0.0010
H 1.4235 -3.2574 -1.2032 -0.0008
H -0.2540 2.2698 4.5080 -0.0003
Cl 3.2949 1.0526 -1.7324 0.0055
C 1.9967 2.1808 -1.7096 0.0068
C 0.7812 1.7301 -1.1847 -0.0078
C -0.2540 2.6706 -1.1746 0.0059
Cl -1.7430 2.1653 -0.4719 -0.0002
C -0.1257 3.9555 -1.6874 -0.0019
Cl -1.4517 5.0453 -1.6929 -0.0014
C 1.1023 4.3521 -2.2138 0.0077
Cl 1.2832 5.9177 -2.8805 0.0027
C 2.1785 3.4662 -2.2048 -0.0018
Cl 3.7010 3.9658 -2.8137 -0.0009
C -0.3271 -0.6272 -2.1671 -0.2172
H -0.6826 -1.6069 -2.5108 -0.0042
H -0.5316 0.1001 -2.9565 -0.0128
```

***

Please write out number 1 again, unchanged.
The following is a DFT calculation (ωB97M-V/def2-TZVPD) of a structure of composition C6H12NS at a distorted geometry.

Computed properties:
- total charge = +1
- gap between HOMO and LUMO (Ha) = 0.2451
- electronic energy (eV) = -18732.2683
- largest force on an atom (Eh/bohr) = 0.09954
- highest occupied orbital energy (eV) = -11.98

Geometry as XYZ:
```
20
Properties=species:S:1:pos:R:3:mulliken_charge:R:1
C -2.6810 -0.0731 0.4749 -0.7301
C -1.3656 1.7061 -0.7571 -0.5863
C 2.1454 0.9798 0.9505 -0.1312
C -2.4548 -1.5517 0.1270 -0.2504
C -1.6720 0.4802 -0.5166 0.3048
C 3.2168 -0.5671 -0.6420 -0.7934
N 2.1247 -0.0948 0.2316 0.0568
S -1.0385 -1.2153 -0.8893 -0.2254
H -3.7300 0.1631 0.2773 0.2998
H -2.4938 0.2666 1.5139 0.2253
H -0.3964 1.9364 -1.3671 0.2142
H -2.0496 2.5020 -0.5050 0.2876
H 1.2958 1.2617 1.6206 0.2950
H 3.1558 1.2540 1.2222 0.2717
H -2.1640 -2.2948 1.0133 0.2602
H -3.4083 -1.8810 -0.3324 0.2800
H 3.0871 -1.6970 -0.7276 0.3143
H 3.1035 -0.2315 -1.7259 0.3147
H 4.0982 -0.2782 -0.2516 0.3636
H 1.2267 -0.6656 0.2834 0.2289
```

***

Q: electronic energy of number 2 (C29H25N2O)?
A: -35499.5457 eV

***

Q: Which of these has the highest electronic energy?
A: C4H9O3

***

Q: The lowest electronic energy belongs to which entry?
A: C23H12Cl6N2ORe